Entry 1:
{"formula": "C10H12BBeF10N5O4S2", "method": "the ωB97M-V functional and the def2-TZVPD basis", "homo_lumo_gap_ha": 0.077, "total_energy_ev": -76118.04560, "multiplicity": 1, "de_lowest_kj_mol": 1215.28, "total_charge": 0, "elements": ["Be", "B", "F", "F", "F", "F", "C", "F", "F", "F", "S", "O", "O", "N", "S", "O", "O", "C", "F", "F", "F", "C", "C", "N", "H", "H", "H", "C", "C", "N", "H", "H", "H", "C", "C", "N", "H", "H", "H", "C", "C", "N", "H", "H", "H"], "coordinates": [[0.83, -1.18, -0.87], [2.26, -3.75, -4.93], [1.18, -4.34, -4.40], [3.27, -3.73, -4.02], [2.64, -4.28, -6.13], [1.91, -2.42, -5.08], [-5.81, -2.56, -1.36], [-4.82, -1.93, -2.07], [-6.70, -1.66, -1.17], [-6.39, -3.50, -2.13], [-5.07, -3.26, 0.26], [-6.22, -3.50, 1.10], [-4.35, -4.44, -0.14], [-3.99, -1.97, 0.77], [-4.82, -0.98, 1.65], [-4.14, 0.31, 1.65], [-6.28, -0.92, 1.46], [-4.48, -1.74, 3.46], [-3.18, -1.81, 3.74], [-5.09, -0.94, 4.33], [-4.96, -2.94, 3.59], [3.13, -4.42, 6.09], [2.91, -4.54, 4.65], [2.74, -4.64, 3.54], [2.18, -4.31, 6.60], [3.76, -3.54, 6.26], [3.83, -5.20, 6.40], [5.24, 6.15, -3.96], [4.77, 4.86, -3.36], [4.34, 3.86, -2.94], [6.32, 6.19, -4.12], [5.05, 7.02, -3.33], [4.72, 6.18, -4.91], [-2.85, 5.30, -5.65], [-2.40, 4.30, -4.69], [-2.08, 3.46, -3.92], [-3.00, 4.73, -6.57], [-2.22, 6.18, -5.78], [-3.77, 5.77, -5.27], [5.67, 2.50, 5.48], [4.55, 1.96, 4.68], [3.68, 1.56, 4.02], [5.96, 3.48, 5.09], [6.45, 1.75, 5.58], [5.26, 2.94, 6.39]], "mulliken_charge": [0.9779, 0.5618, -0.3135, -0.3418, -0.3241, -0.3067, 0.6877, -0.2324, -0.1638, -0.1945, 0.9611, -0.4559, -0.5560, -0.3664, 0.9650, -0.5330, -0.4408, 0.7145, -0.2298, -0.2179, -0.1972, -0.7163, 0.2615, -0.3232, 0.2576, 0.2564, 0.2659, -0.6946, 0.2770, -0.3426, 0.2632, 0.2632, 0.2347, -0.7053, 0.3053, -0.3667, 0.2368, 0.2774, 0.2542, -0.7275, 0.2832, -0.3511, 0.2717, 0.2554, 0.2700]}


Entry 2:
{"formula": "C10H12BBr6F18O8P3Zr", "method": "the ωB97M-V functional and the def2-TZVPD basis", "homo_lumo_gap_ha": [0.232, 0.319], "total_energy_ev": -525961.11136, "multiplicity": 2, "total_charge": -1, "elements": ["Zr", "P", "F", "F", "F", "F", "F", "F", "P", "F", "F", "F", "F", "F", "F", "P", "F", "F", "F", "F", "F", "F", "O", "C", "O", "B", "O", "C", "O", "O", "C", "O", "C", "O", "O", "Br", "C", "C", "Br", "H", "H", "H", "H", "Br", "C", "C", "Br", "H", "H", "H", "H", "Br", "C", "C", "Br", "H", "H", "H", "H"], "coordinates": [[-0.90, -1.24, 1.53], [-1.64, 0.86, 3.68], [-1.90, 0.67, 2.09], [-2.23, -0.66, 3.53], [-0.35, 0.10, 3.12], [-1.09, 0.67, 5.18], [-1.03, 2.38, 3.36], [-3.11, 1.48, 4.03], [-0.82, 0.10, -1.13], [-0.34, 0.44, 0.36], [-0.48, -1.41, -0.56], [-2.09, -0.37, -0.29], [-1.48, -0.55, -2.45], [-1.25, 1.68, -1.54], [0.71, 0.22, -1.62], [-2.57, -3.83, 0.85], [-2.20, -4.75, 2.15], [-2.60, -2.59, 1.85], [-1.02, -3.33, 0.93], [-2.73, -2.65, -0.19], [-2.32, -5.02, -0.25], [-4.16, -4.11, 0.97], [6.27, -3.44, 5.14], [5.56, -3.54, 4.10], [4.84, -2.65, 3.50], [4.23, -3.13, 2.22], [4.72, -4.54, 2.13], [5.40, -4.86, 3.24], [5.94, -5.98, 3.45], [2.76, -2.93, 2.16], [2.42, -1.95, 1.38], [1.22, -1.54, 1.18], [3.71, -1.48, 0.65], [4.67, -2.38, 1.10], [3.79, -0.68, -0.31], [-4.40, 5.36, -2.80], [-4.80, 3.66, -3.66], [-4.79, 2.48, -2.64], [-5.20, 0.70, -3.51], [-3.97, 3.42, -4.32], [-5.78, 3.68, -4.15], [-5.41, 2.64, -1.77], [-3.77, 2.37, -2.28], [0.32, 2.92, -5.88], [-0.43, 1.25, -5.13], [-1.16, 0.45, -6.22], [-2.91, 1.36, -6.52], [-1.09, 1.64, -4.36], [0.31, 0.67, -4.57], [-1.34, -0.57, -5.89], [-0.59, 0.40, -7.15], [5.02, 2.68, 1.34], [3.80, 3.88, 2.23], [2.43, 3.61, 1.72], [1.89, 1.71, 1.76], [4.07, 4.91, 2.03], [3.97, 3.81, 3.31], [2.22, 3.81, 0.67], [1.69, 4.18, 2.29]], "mulliken_charge": [1.6640, 1.0672, -0.1838, -0.3602, -0.2013, -0.3440, -0.3492, -0.3191, 1.3736, -0.1193, -0.2468, -0.3130, -0.3206, -0.3693, -0.3565, 1.1542, -0.3690, -0.3954, -0.3530, -0.2366, -0.3390, -0.3610, -0.6387, 0.6026, -0.4133, 1.0371, -0.4047, 0.6140, -0.6186, -0.5711, 0.5202, -0.1726, 0.4721, -0.5737, -0.5349, -0.1573, -0.3794, -0.3438, -0.1582, 0.1811, 0.3671, 0.4393, 0.0430, -0.1519, -0.4696, -0.4646, -0.1529, 0.0980, 0.3855, 0.3656, 0.4040, -0.1558, -0.4732, -0.8261, -0.0091, 0.3704, 0.3191, 0.3794, 0.3493]}


Entry 3:
{"formula": "C10H12BN2O2", "method": "the ωB97M-V functional and the def2-TZVPD basis", "homo_lumo_gap_ha": 0.241, "total_energy_ev": -18299.18239, "multiplicity": 1, "de_lowest_kj_mol": 1371.86, "total_charge": 1, "elements": ["N", "C", "C", "C", "C", "C", "C", "C", "B", "O", "O", "N", "C", "C", "C", "H", "H", "H", "H", "H", "H", "H", "H", "H", "H", "H", "H"], "coordinates": [[4.32, -1.49, 1.77], [4.36, -0.09, 1.13], [2.89, 0.08, 0.37], [2.68, 0.24, -1.25], [1.13, 0.35, -1.87], [-0.22, 0.33, -0.92], [-1.77, 0.41, -1.46], [-3.05, 0.40, -0.39], [-4.55, 0.45, -1.06], [-5.71, 1.23, -0.58], [-4.76, -0.39, -2.28], [-2.77, 0.33, 1.12], [-1.33, 0.24, 1.68], [0.01, 0.22, 0.70], [1.52, 0.09, 1.32], [5.15, -2.06, 1.46], [3.49, -2.00, 1.33], [4.51, 0.70, 2.00], [5.27, -0.11, 0.38], [3.62, 0.27, -1.99], [0.95, 0.46, -3.04], [-1.95, 0.45, -2.62], [-6.52, 0.62, -0.74], [-4.22, -1.24, -2.21], [-3.56, 0.34, 1.82], [-1.10, 0.19, 2.85], [1.61, -0.02, 2.50]], "mulliken_charge": [-0.6127, -0.3444, 0.1311, -0.5406, -0.5066, 0.5178, -0.2987, -0.0737, 0.4422, -0.4904, -0.5377, -0.0642, -0.2757, 0.4209, -0.3328, 0.2704, 0.2697, 0.2256, 0.3113, 0.3006, 0.2672, 0.3368, 0.3464, 0.3353, 0.3170, 0.3309, 0.2545]}


Entry 4:
{"formula": "C10H12BrN2O2SbSeZr", "method": "the ωB97M-V functional and the def2-TZVPD basis", "homo_lumo_gap_ha": 0.285, "total_energy_ev": -160831.51721, "multiplicity": 1, "de_lowest_kj_mol": 0.00, "total_charge": 2, "elements": ["Zr", "Br", "C", "C", "C", "C", "C", "N", "C", "O", "O", "H", "H", "H", "Se", "C", "N", "C", "Sb", "C", "C", "H", "H", "H", "H", "H", "H", "H", "H", "H"], "coordinates": [[-0.70, -0.61, 0.17], [-1.49, -0.84, -2.82], [-1.91, 0.89, -2.22], [-2.64, 1.86, -2.89], [-2.83, 3.06, -2.23], [-2.30, 3.29, -0.95], [-1.58, 2.26, -0.37], [-1.42, 1.10, -1.01], [-0.92, 2.28, 0.97], [-0.79, 3.20, 1.69], [-0.43, 1.00, 1.25], [-3.04, 1.68, -3.88], [-3.40, 3.85, -2.71], [-2.43, 4.23, -0.43], [-3.30, -0.99, 1.14], [-2.32, -2.32, 0.46], [-1.35, -2.78, -0.02], [3.16, -3.08, -0.02], [2.12, -1.28, 0.21], [3.46, 0.07, 1.12], [0.88, -1.81, 1.95], [3.66, -3.28, 0.92], [3.89, -2.98, -0.82], [2.46, -3.88, -0.26], [3.93, -0.46, 1.94], [2.90, 0.93, 1.48], [4.20, 0.39, 0.39], [1.59, -1.79, 2.78], [0.49, -2.82, 1.82], [0.09, -1.14, 2.34]], "mulliken_charge": [0.7558, -0.0688, 0.7437, -0.6127, -0.1995, -0.7051, 0.5952, -0.2710, 0.1974, -0.4237, -0.4316, 0.4568, 0.4685, 0.5181, 0.0512, 0.4872, -0.3670, -1.1405, 0.6969, -1.1425, -1.5597, 0.3895, 0.3736, 0.3800, 0.3899, 0.3598, 0.3955, 0.5224, 0.5373, 0.6033]}


Q: What is the multiplicity in the second record?
A: 2


What did the first record say?
{"formula": "C10H12BBeF10N5O4S2", "method": "the ωB97M-V functional and the def2-TZVPD basis", "homo_lumo_gap_ha": 0.077, "total_energy_ev": -76118.04560, "multiplicity": 1, "de_lowest_kj_mol": 1215.28, "total_charge": 0, "elements": ["Be", "B", "F", "F", "F", "F", "C", "F", "F", "F", "S", "O", "O", "N", "S", "O", "O", "C", "F", "F", "F", "C", "C", "N", "H", "H", "H", "C", "C", "N", "H", "H", "H", "C", "C", "N", "H", "H", "H", "C", "C", "N", "H", "H", "H"], "coordinates": [[0.83, -1.18, -0.87], [2.26, -3.75, -4.93], [1.18, -4.34, -4.40], [3.27, -3.73, -4.02], [2.64, -4.28, -6.13], [1.91, -2.42, -5.08], [-5.81, -2.56, -1.36], [-4.82, -1.93, -2.07], [-6.70, -1.66, -1.17], [-6.39, -3.50, -2.13], [-5.07, -3.26, 0.26], [-6.22, -3.50, 1.10], [-4.35, -4.44, -0.14], [-3.99, -1.97, 0.77], [-4.82, -0.98, 1.65], [-4.14, 0.31, 1.65], [-6.28, -0.92, 1.46], [-4.48, -1.74, 3.46], [-3.18, -1.81, 3.74], [-5.09, -0.94, 4.33], [-4.96, -2.94, 3.59], [3.13, -4.42, 6.09], [2.91, -4.54, 4.65], [2.74, -4.64, 3.54], [2.18, -4.31, 6.60], [3.76, -3.54, 6.26], [3.83, -5.20, 6.40], [5.24, 6.15, -3.96], [4.77, 4.86, -3.36], [4.34, 3.86, -2.94], [6.32, 6.19, -4.12], [5.05, 7.02, -3.33], [4.72, 6.18, -4.91], [-2.85, 5.30, -5.65], [-2.40, 4.30, -4.69], [-2.08, 3.46, -3.92], [-3.00, 4.73, -6.57], [-2.22, 6.18, -5.78], [-3.77, 5.77, -5.27], [5.67, 2.50, 5.48], [4.55, 1.96, 4.68], [3.68, 1.56, 4.02], [5.96, 3.48, 5.09], [6.45, 1.75, 5.58], [5.26, 2.94, 6.39]], "mulliken_charge": [0.9779, 0.5618, -0.3135, -0.3418, -0.3241, -0.3067, 0.6877, -0.2324, -0.1638, -0.1945, 0.9611, -0.4559, -0.5560, -0.3664, 0.9650, -0.5330, -0.4408, 0.7145, -0.2298, -0.2179, -0.1972, -0.7163, 0.2615, -0.3232, 0.2576, 0.2564, 0.2659, -0.6946, 0.2770, -0.3426, 0.2632, 0.2632, 0.2347, -0.7053, 0.3053, -0.3667, 0.2368, 0.2774, 0.2542, -0.7275, 0.2832, -0.3511, 0.2717, 0.2554, 0.2700]}